27 unconnected molecules or ions with the total composition C12H77Br2NO30PS. Source: OMol25; level of theory: ωB97M-V/def2-TZVPD.

Properties
Electronic energy in a.u.: -8702.5062
Total charge: +1
Orbital gap in Eh: 0.2653
E_LUMO in eV: -3.62
F_max in eV/A: 7.9
E_HOMO in eV: -10.8
Spin multiplicity: 1

Last column: Löwdin charge in e.
Atoms and positions in Å:
C1 2.54138 -0.08360 2.18439  -0.1209
C2 1.16390 0.45441 1.47626  -0.1685
C3 0.55020 -0.55541 0.32148  -0.2169
O1 -0.87321 -0.74079 0.64142  -0.1199
C4 -1.75806 0.02536 -0.24645  -0.2488
C5 -3.10819 0.47384 0.62429  -0.1257
C6 -4.32317 -0.62620 0.55851  -0.2196
C7 -5.66743 0.06956 -0.13981  -0.5212
S1 -5.26658 0.39948 -1.95863  0.5991
C8 -1.12380 1.41240 -0.84503  -0.0834
N1 0.21440 1.26219 -1.53911  -0.1238
P1 0.15449 1.59340 -3.31555  0.8216
O2 -0.88743 2.70900 -3.72446  -0.2919
O3 1.74391 2.23951 -3.77802  -0.1931
O4 -0.10649 0.15846 -4.28311  -0.1522
C9 0.86692 -0.09963 -1.22046  -0.2170
C10 2.43768 -0.19861 -1.67272  -0.6082
Br1 3.64180 1.21413 -0.94049  0.7976
C11 3.13817 -1.65932 -1.35150  -0.6397
C12 2.19308 -2.95202 -1.81054  -0.1274
Br2 4.81983 -1.82665 -2.49435  0.7086
H1 2.43438 -0.22865 3.35505  0.1010
H2 2.94925 -1.09051 1.74963  0.0726
H3 3.35618 0.77343 2.02782  0.0653
H4 0.35292 0.53581 2.34272  0.1417
H5 1.25835 1.53946 1.02349  0.0879
H6 1.07056 -1.61162 0.51942  0.1625
H7 -2.08651 -0.64011 -1.17814  0.1458
H8 -2.77343 0.77869 1.70600  0.1081
H9 -3.52081 1.46465 0.10490  0.1189
H10 -4.00946 -1.50388 -0.15451  0.1041
H11 -4.56351 -0.98567 1.65856  0.1256
H12 -5.99887 1.04559 0.41866  0.0949
H13 -6.54461 -0.72298 0.00045  0.0574
H14 -6.49596 0.48497 -2.66337  -0.1120
H15 -1.95892 1.92848 -1.48148  0.1497
H16 -0.94784 2.12695 0.09520  0.1455
H17 0.83221 2.03561 -1.14666  0.1488
H18 1.84129 3.12248 -3.30565  0.1040
H19 0.64644 0.04130 -4.96306  0.1036
H20 0.28066 -0.87217 -1.91755  0.1399
H21 2.45891 -0.09539 -2.86189  0.0857
H22 3.48162 -1.79854 -0.24175  0.0970
H23 1.51418 -2.58036 -2.71704  0.0913
H24 1.52876 -3.34780 -0.93186  0.0712
H25 2.88656 -3.79464 -2.27531  0.0747
O5 6.49950 2.66306 0.10130  -0.0696
H26 6.30606 3.56314 -0.20083  0.0557
H27 5.66063 2.19199 -0.01434  -0.0833
O6 -3.50929 1.43553 3.72374  -0.0666
H28 -3.07002 0.69331 4.16530  0.0396
H29 -3.75451 2.02812 4.45016  0.0459
O7 -0.10050 -4.78042 0.53694  -0.0549
H30 -0.29394 -3.88035 0.23481  0.0000
H31 -0.93937 -5.25149 0.42129  0.0545
O8 -0.95276 -3.16993 -2.23779  -0.0434
H32 -1.45094 -2.67653 -1.56906  0.0234
H33 -0.73011 -2.50217 -2.90375  0.0280
O9 -4.90317 -0.61387 5.34065  -0.0687
H34 -5.25632 -1.49221 5.54713  0.0187
H35 -5.57433 -0.22186 4.76197  0.0457
O10 -2.64026 5.15811 -2.39157  -0.0498
H36 -2.03716 4.44701 -2.65509  0.0075
H37 -2.05640 5.83087 -2.01014  0.0285
O11 -7.90949 -2.12708 0.73272  -0.0719
H38 -8.15579 -3.04350 0.92853  0.0489
H39 -8.66854 -1.78093 0.23977  0.0526
O12 0.37891 -1.53700 -6.79152  -0.0607
H40 0.48256 -1.89527 -7.68581  0.0299
H41 -0.46710 -1.06567 -6.82481  0.0438
O13 -1.46783 8.25789 -1.68596  -0.0739
H42 -2.39315 8.37168 -1.94994  0.0442
H43 -1.14465 9.16392 -1.56911  0.0174
O14 7.12330 0.80529 2.45175  -0.0554
H44 6.62512 1.29870 3.12048  0.0516
H45 7.34595 1.47306 1.78579  0.0187
O15 -3.12711 -0.41790 7.78726  -0.0501
H46 -3.48025 -1.29625 7.99375  0.0591
H47 -3.79827 -0.02590 7.20859  0.0205
O16 6.75588 -2.20379 3.08250  -0.0714
H48 7.01852 -1.27832 2.96690  -0.0080
H49 7.31997 -2.51870 3.80474  0.0495
O17 -6.13342 -3.07238 5.03010  -0.0478
H50 -6.37973 -3.98880 5.22591  0.0672
H51 -6.89248 -2.72623 4.53715  0.0600
O18 -0.26783 0.09289 8.97186  -0.0719
H52 -1.19315 0.20668 8.70789  -0.0050
H53 0.05535 0.99891 9.08872  0.0360
O19 -3.20057 2.18408 -6.17269  -0.0647
H54 -2.52938 2.69835 -5.69954  0.0109
H55 -3.77568 1.84674 -5.46953  0.0323
O20 9.67891 -2.73639 1.90992  -0.0638
H56 9.78256 -3.09466 1.01564  -0.0012
H57 8.83290 -2.26506 1.87663  0.0067
O21 -5.20675 3.76694 -2.05259  -0.1073
H58 -6.00951 4.01235 -2.53653  0.0393
H59 -4.58937 4.48949 -2.24166  -0.0077
O22 10.23595 -4.07646 -0.96438  -0.0548
H60 9.80406 -3.27663 -1.29990  0.0423
H61 10.05436 -4.74308 -1.64382  0.0475
O23 -1.43323 -2.62318 6.04797  -0.0687
H62 -0.99395 -3.36540 6.48953  0.0416
H63 -1.67845 -2.03059 6.77439  0.0012
O24 -6.86420 1.49604 6.31644  -0.0575
H64 -6.26109 0.78493 6.05292  -0.0186
H65 -6.28034 2.16880 6.69787  0.0419
O25 3.66677 -0.04611 -5.68547  -0.0567
H66 4.10605 -0.78834 -5.24391  0.0024
H67 3.42155 0.54648 -4.95905  -0.0005
O26 5.46677 -4.36171 -5.05795  -0.0785
H68 5.90605 -5.10393 -4.61638  0.0434
H69 5.22155 -3.76912 -4.33152  -0.0607
O27 -0.67870 3.97271 1.46078  -0.0656
H70 -0.37478 4.28783 2.32517  0.0532
H71 -1.25216 4.68506 1.14034  0.0505
O28 0.06677 10.19812 0.10755  -0.0579
H72 0.50605 9.45590 0.54911  0.0460
H73 -0.17845 10.79071 0.83397  0.0505
O29 3.02503 -5.99231 -1.33353  -0.0688
H74 3.35696 -6.52266 -0.59367  0.0504
H75 2.11238 -5.78523 -1.08217  0.0216
O30 1.37114 -3.73693 -9.13739  -0.0611
H76 1.27659 -3.98091 -8.20445  0.0350
H77 2.24664 -4.07408 -9.37992  0.0486

---

C7H10 in the gas phase. Source: OMol25; level of theory: ωB97M-V/def2-TZVPD.

Properties
Electronic energy in a.u.: -272.5201
Energy relative to the best compared isomer or geometry (same formula, charge and spin) in kcal per mole: 124.2
Orbital gap in Eh: 0.3043
E_LUMO in eV: -0.02
F_max in eV/A: 0.7
E_HOMO in eV: -8.3
Spin multiplicity: 1

Last column: Löwdin charge in e.
Atoms and positions in Å:
C1 1.58145 1.18706 0.86377  -0.1139
C2 1.09004 1.41568 -0.53415  -0.1086
C3 0.26830 0.61533 0.43043  -0.2944
C4 -2.36616 -0.11821 0.27487  0.1394
C5 -1.50496 -1.26033 0.21062  -0.3557
C6 -0.54926 -1.47822 -0.96595  -0.0731
C7 -0.00388 -0.86255 0.25883  -0.1952
H1 1.52276 2.01179 1.56642  0.1009
H2 2.42938 0.52863 1.01189  0.1022
H3 0.72881 2.39556 -0.82538  0.1003
H4 1.59037 0.87137 -1.32812  0.1040
H5 -0.56409 1.14513 0.88063  0.1155
H6 -2.02786 0.58005 -0.51709  0.0090
H7 -1.76552 -2.12498 0.81345  0.1086
H8 -0.72006 -0.86257 -1.84285  0.1110
H9 -0.29668 -2.51277 -1.17948  0.1064
H10 0.58737 -1.53097 0.88214  0.1436

---

10 unconnected molecules or ions with the total composition C17H47ClN2O9S. Source: OMol25; level of theory: ωB97M-V/def2-TZVPD.

Properties
Electronic energy in a.u.: -2320.7677
Orbital gap in Eh: 0.3671
E_LUMO in eV: 0.37
F_max in eV/A: 1.3
E_HOMO in eV: -9.6
SMILES: CCCC[C@H](C#N)[C@@](S)(Cl)C#N.CO.CO.CO.CO.CO.CO.CO.CO.CO
Spin multiplicity: 1

Last column: Löwdin charge in e.
Atoms and positions in Å:
C1 0.20410 4.46084 -3.02575  -0.1072
C2 1.06024 5.34342 -2.10945  -0.2629
C3 0.44918 5.46890 -0.70869  -0.1973
C4 1.39149 5.85413 0.44617  -0.1794
C5 2.06241 4.64842 1.16454  -0.3053
C6 2.02148 4.85773 2.62102  -0.2637
N1 1.91083 4.98359 3.74727  0.1759
C7 3.51229 4.21771 0.68926  -1.0336
S1 4.21954 5.38873 -0.51031  0.8243
Cl1 4.66103 4.04809 2.06642  0.6773
C8 3.41510 2.87735 0.07484  -0.3070
N2 3.35408 1.85048 -0.41686  0.2078
H1 -0.75245 4.93893 -3.25880  0.0685
H2 0.71866 4.26257 -3.97198  0.0703
H3 0.00292 3.49102 -2.55613  0.0718
H4 2.06928 4.92031 -2.07145  0.0554
H5 1.11591 6.34350 -2.55789  0.1126
H6 -0.32327 6.24402 -0.74961  0.0897
H7 -0.07893 4.54201 -0.44375  0.1187
H8 2.13130 6.60269 0.14577  0.0813
H9 0.77101 6.34016 1.20585  0.1174
H10 1.41586 3.78032 0.98291  0.1443
H11 5.41319 4.78378 -0.51058  -0.1040
C9 1.99681 -1.43900 0.34241  -0.1520
O1 3.40128 -1.68917 0.31149  -0.1364
H12 1.50216 -2.36427 0.63164  0.0642
H13 1.75380 -0.66712 1.07365  0.0671
H14 1.63418 -1.13043 -0.64164  0.0649
H15 3.82814 -0.86404 0.05537  0.0484
C10 -1.16377 -0.97456 -1.74760  -0.1659
O2 -2.41112 -0.96385 -2.42252  -0.1340
H16 -1.19340 -0.18411 -1.00001  0.0785
H17 -0.99380 -1.92750 -1.23921  0.0762
H18 -0.33009 -0.77943 -2.42906  0.0728
H19 -2.41374 -1.65894 -3.09016  0.0419
C11 -5.10042 -1.76752 -4.00056  -0.1305
O3 -3.91294 -2.44702 -4.42293  -0.1420
H20 -5.36742 -2.16078 -3.02265  0.0800
H21 -4.92659 -0.69509 -3.90414  0.0832
H22 -5.92381 -1.94823 -4.69444  0.0804
H23 -3.66362 -2.09633 -5.28306  0.0903
C12 1.43889 -5.01584 2.27575  -0.1633
O4 2.84254 -5.27484 2.22685  -0.1252
H24 0.94358 -5.93779 2.56572  0.0633
H25 1.20867 -4.23687 3.00521  0.0634
H26 1.06819 -4.71786 1.29239  0.0729
H27 3.28379 -4.46077 1.96332  0.0654
C13 -2.73884 8.11077 -1.08267  -0.1570
O5 -2.69005 6.72598 -1.39980  -0.1337
H28 -1.83631 8.33903 -0.51867  0.0719
H29 -2.75384 8.73368 -1.98063  0.0773
H30 -3.60483 8.35545 -0.46289  0.0769
H31 -3.48112 6.50297 -1.89920  0.0774
C14 3.05141 0.41737 3.95582  -0.1512
O6 1.92935 1.12920 3.44105  -0.1446
H32 3.37175 -0.28072 3.18453  0.0690
H33 3.87668 1.09943 4.17814  0.0716
H34 2.79554 -0.14658 4.85598  0.0777
H35 1.63525 1.75486 4.11058  0.0661
C15 -3.94531 -5.46451 -1.91096  -0.1608
O7 -3.74148 -4.07324 -1.73255  -0.1245
H36 -3.81985 -5.93273 -0.93642  0.0744
H37 -4.95260 -5.68836 -2.27490  0.0750
H38 -3.21573 -5.89881 -2.60082  0.0756
H39 -3.84787 -3.64346 -2.58819  0.0241
C16 0.09520 -8.14668 -0.42775  -0.1577
O8 0.58413 -7.66272 0.81257  -0.1299
H40 -0.95777 -7.87715 -0.47928  0.0714
H41 0.61286 -7.68819 -1.27483  0.0769
H42 0.17984 -9.23433 -0.50591  0.0741
H43 1.52001 -7.87627 0.88034  0.0800
C17 -0.93879 -4.65043 5.02689  -0.1681
O9 -1.04453 -3.53876 4.14627  -0.1296
H44 0.11855 -4.82055 5.21596  0.0731
H45 -1.43830 -4.46136 5.98102  0.0734
H46 -1.36057 -5.55275 4.57591  0.0783
H47 -1.97843 -3.39407 3.96874  0.0746

---

2 unconnected molecules or ions with the total composition C2H5ClN2O3. Source: OMol25; level of theory: ωB97M-V/def2-TZVPD.

Properties
Electronic energy in a.u.: -874.4145
Energy relative to the best compared isomer or geometry (same formula, charge and spin) in kcal per mole: 132.7
Orbital gap in Eh: 0.3798
E_LUMO in eV: 0.81
F_max in eV/A: 4.5
E_HOMO in eV: -9.5
SMILES: CN1OC1=O.ONCl
Spin multiplicity: 1

Last column: Löwdin charge in e.
Atoms and positions in Å:
C1 0.80464 1.15987 -0.04218  -0.6606
C2 -1.54195 0.68505 0.38871  -0.0082
N1 -0.16329 0.22918 0.02568  0.0485
N2 3.04368 -0.95973 -0.12241  -0.4681
O1 1.18694 2.06938 -0.60378  0.2257
O2 0.87266 0.40503 1.04441  0.0867
O3 2.41236 -0.63275 -1.30208  -0.1723
Cl1 4.08411 0.37648 0.40905  0.5506
H1 -2.05160 0.04698 0.99906  0.0497
H2 -1.70818 1.61526 0.86744  0.0867
H3 -2.16949 0.52357 -0.44908  0.0856
H4 2.21257 -1.13722 0.41043  0.0463
H5 2.88072 -1.07645 -2.06340  0.1294

---

Question: What is the E_HOMO in the third record?
Answer: -9.6 eV

---

Question: Which formula does entry 2 have?
Answer: C7H10

---

Question: The lowest orbital gap belongs to which entry?
Answer: C12H77Br2NO30PS